1.
This record from OMol25 describes a structure of composition C16H33N11O2Tm in a non-equilibrium geometry. The level of theory is the ωB97M-V functional and the def2-TZVPD basis.

The geometry in XYZ format:
```
63
Properties=species:S:1:pos:R:3:lowdin_charge:R:1
Tm -1.3593 0.4546 -0.3762 1.50
N -1.3241 0.4675 2.0475 -0.07
C -1.2532 -0.9556 2.4520 -0.25
C -2.4224 -1.8005 2.0321 -0.20
N -3.0722 -1.2662 0.8525 -0.11
C -3.3716 -2.3298 -0.1171 -0.19
C -3.7282 -1.6857 -1.4841 -0.16
N -2.5212 -0.9224 -2.0828 -0.06
H -0.5361 0.9578 2.5347 0.12
H -2.1907 0.8947 2.4498 0.12
H -1.2308 -1.0598 3.5592 0.14
H -0.2888 -1.3825 2.1034 0.11
H -3.0265 -1.8284 2.9815 0.15
H -2.1086 -2.8548 1.8878 0.15
H -3.9903 -0.8520 1.0820 0.13
H -4.2127 -2.9367 0.1621 0.13
H -2.5851 -3.0416 -0.2325 0.12
H -4.5456 -0.9653 -1.4630 0.12
H -3.9919 -2.5183 -2.1623 0.13
H -2.8111 -0.5911 -3.0005 0.10
H -1.7700 -1.5983 -2.2003 0.08
N -4.5282 3.4010 -1.2320 0.16
C -5.3289 2.9491 -0.1693 0.01
C -4.5232 2.1200 0.5837 -0.08
N -3.2561 1.9900 -0.0012 0.01
C -3.3188 2.8317 -1.0500 -0.30
C -2.3471 2.9222 -2.0679 -0.27
N -1.2964 2.0813 -2.1408 -0.03
C -0.5630 2.4776 -3.2308 -0.10
C -1.1585 3.5332 -3.8597 0.01
N -2.2774 3.8311 -3.0732 0.15
H -4.6933 4.1587 -1.8938 0.18
H -6.3134 3.3138 0.0342 0.13
H -4.7393 1.6388 1.5041 0.11
H 0.2214 1.8764 -3.6286 0.12
H -1.0145 3.9897 -4.8070 0.13
H -2.9486 4.5801 -3.2795 0.19
N 1.1273 1.3070 -0.3383 0.00
C 2.0308 0.1747 0.0464 -0.28
C 2.6079 0.4745 1.4616 -0.13
C 3.4214 -0.5357 2.2309 -0.17
C 4.8188 -0.8886 1.7961 -0.20
N 4.8460 -1.7786 0.6695 0.10
C 6.0433 -2.1820 0.2256 -0.43
N 7.1396 -1.7505 0.8369 0.22
N 6.1741 -2.9968 -0.8267 0.20
C 1.3016 -1.1489 -0.1048 -0.56
O 1.9146 -2.1909 0.0622 0.08
O 0.0207 -1.1104 -0.4052 -0.20
H 1.3366 1.4754 -1.3383 0.09
H 1.4274 2.1931 0.1348 0.12
H 2.8891 0.1714 -0.6238 0.15
H 1.6823 0.7059 1.9789 0.09
H 3.1191 1.5115 1.3544 0.16
H 2.8835 -1.4908 2.2400 0.12
H 3.4801 -0.1855 3.2842 0.14
H 5.3387 -1.3955 2.6486 0.15
H 5.4084 0.0212 1.5877 0.14
H 3.9817 -2.1940 0.2594 0.15
H 7.0440 -1.2110 1.6884 0.11
H 8.0686 -1.9036 0.4740 0.15
H 5.2764 -3.3905 -1.1613 0.15
H 7.0435 -3.5615 -0.8952 0.16
```

Output
2S+1: 3
energy relative to the best compared isomer or geometry (same formula, charge and spin): 22.4 kJ/mol
lowest unoccupied orbital energy (spin up / spin down): -7.947 / -7.946 eV
total charge: +3

=====

2.
This record from OMol25 describes an isolated molecule of C25H32N6O6 in a non-equilibrium geometry. The level of theory is the ωB97M-V functional and the def2-TZVPD basis.

The geometry in XYZ format:
```
69
Properties=species:S:1:pos:R:3:lowdin_charge:R:1
C -0.4738 -4.3050 1.3433 -0.06
C -0.6077 -2.7925 1.2584 -0.24
O -1.9296 -2.5018 0.8135 -0.07
C -2.4842 -1.2835 1.1064 -0.21
C -3.8433 -1.2841 1.4005 0.01
C -4.5445 -0.1096 1.5826 -0.04
C -3.8922 1.1083 1.4696 -0.24
C -4.6600 2.4005 1.4333 -0.12
C -5.2871 2.5638 0.0285 -0.16
N -4.3310 2.2526 -1.0063 0.07
C -4.1993 0.9708 -1.4340 -0.45
O -5.0852 0.1304 -1.3449 0.05
C -2.8895 0.6238 -1.9739 -0.15
N -1.8513 1.4459 -2.2277 0.08
N -0.8249 0.7527 -2.5302 0.01
N -1.1368 -0.5630 -2.4577 -0.04
C -0.1850 -1.5909 -2.7623 -0.01
C 1.1263 -1.4935 -1.9552 -0.45
O 1.6146 -2.4853 -1.4549 0.06
N 1.6355 -0.2486 -1.9540 0.14
C 2.8115 0.2157 -1.3518 -0.24
C 3.0821 1.5738 -1.4157 -0.04
C 4.2355 2.0821 -0.8369 -0.02
C 5.1316 1.2486 -0.1900 -0.20
O 6.2883 1.6488 0.4100 -0.07
C 6.6259 3.0113 0.3622 -0.09
C 4.8568 -0.1368 -0.1257 -0.19
O 5.7811 -0.8897 0.5259 -0.06
C 5.5675 -2.2780 0.6116 -0.07
C 3.7056 -0.6378 -0.7056 0.06
C -2.4350 -0.6970 -2.1068 -0.25
N -3.1305 -1.8517 -1.9904 0.19
C -2.5252 1.1149 1.2284 0.01
C -1.8011 -0.0565 1.0456 -0.19
O -0.4672 -0.0868 0.7276 -0.07
C 0.3339 1.0488 0.9936 -0.23
C 0.4719 1.3476 2.4825 -0.05
H -1.2073 -4.7120 2.0350 0.08
H 0.5245 -4.5622 1.6844 0.08
H -0.6333 -4.7477 0.3641 0.07
H 0.1296 -2.3902 0.5567 0.10
H -0.4413 -2.3386 2.2417 0.13
H -4.3437 -2.2384 1.4512 0.12
H -5.6044 -0.1418 1.7787 0.12
H -3.9919 3.2406 1.6331 0.11
H -5.4579 2.4050 2.1764 0.12
H -6.1079 1.8540 -0.0928 0.12
H -5.6613 3.5809 -0.1085 0.12
H -3.5003 2.8235 -1.0669 0.13
H 0.0810 -1.5364 -3.8255 0.14
H -0.6382 -2.5642 -2.5661 0.13
H 1.0246 0.4786 -2.3342 0.10
H 2.3924 2.2385 -1.9134 0.12
H 4.4225 3.1416 -0.9013 0.10
H 6.7482 3.3619 -0.6683 0.10
H 5.8787 3.6316 0.8693 0.10
H 7.5771 3.0962 0.8854 0.09
H 5.5297 -2.7417 -0.3791 0.10
H 6.4203 -2.6712 1.1627 0.09
H 4.6454 -2.5114 1.1533 0.10
H 3.4763 -1.6878 -0.6674 0.09
H -2.6630 -2.6233 -1.5343 0.10
H -4.0674 -1.6655 -1.6400 0.09
H -2.0235 2.0660 1.1340 0.12
H 1.3111 0.7855 0.5829 0.10
H -0.0421 1.9225 0.4465 0.12
H -0.4920 1.5796 2.9298 0.07
H 1.1394 2.1937 2.6192 0.08
H 0.8907 0.4840 2.9936 0.08
```

Output
energy relative to the best compared isomer or geometry (same formula, charge and spin): 0.0 kJ/mol
SMILES: CCOc1ccc(CCNC(=O)c2nnn(CC(=O)Nc3ccc(OC)c(OC)c3)c2N)cc1OCC
lowest unoccupied orbital energy: 0.689 eV

=====

3.
This record from OMol25 describes a structure of composition C6H13NO2 in a non-equilibrium geometry. The level of theory is the ωB97M-V functional and the def2-TZVPD basis.

The geometry in XYZ format:
```
22
Properties=species:S:1:pos:R:3:lowdin_charge:R:1
C -0.6273 0.5429 -0.5936 -0.42
C -1.4500 -0.5245 0.0972 -0.36
C 0.6457 0.7450 0.1683 -0.24
C 1.5790 -0.3826 0.3028 -0.49
C 2.7646 0.3396 0.9055 -0.11
C 2.0008 -0.8854 -0.9915 -0.14
H -0.9562 2.1899 -1.5677 0.11
H -0.8596 2.2790 0.3205 0.22
H -0.3579 0.1434 -1.5649 0.13
H 1.0977 1.5694 -0.4005 0.13
H 0.5197 1.2530 1.2195 0.16
H 1.0954 -1.3791 0.7914 0.20
H 3.5153 -0.3903 1.2670 0.08
H 2.8009 0.7995 1.8941 0.08
H 3.3446 0.8307 0.0855 0.10
H 2.6976 -0.1921 -1.5617 0.09
H 2.7658 -1.8214 -0.8482 0.14
H 1.1916 -1.2420 -1.7352 0.11
H -2.8938 -0.7838 1.2196 0.07
N -1.5238 1.7197 -0.7381 0.04
O -1.7875 -1.7036 -0.2707 0.02
O -2.3089 -0.0845 1.1101 0.08
```

Output
energy relative to the best compared isomer or geometry (same formula, charge and spin): 428.9 kJ/mol
lowest unoccupied orbital energy: 0.676 eV

=====

4.
This record from OMol25 describes an isolated molecule of C16H19F6N3O3S. The level of theory is the ωB97M-V functional and the def2-TZVPD basis.

The geometry in XYZ format:
```
48
Properties=species:S:1:pos:R:3:lowdin_charge:R:1
C 1.8314 1.6860 -5.0249 -0.08
C 1.6587 1.9879 -3.5356 -0.16
C 1.8658 0.7376 -2.7110 -0.53
O 2.8207 0.5241 -2.0189 0.10
N 0.8231 -0.1562 -2.8798 0.13
C 0.6234 -1.4545 -2.3008 -0.26
N -0.4421 -1.4684 -1.3258 0.10
C -0.4746 -0.5906 -0.2621 -0.44
S -0.1791 1.1033 -0.4256 1.17
C -0.5573 1.3574 1.2544 -0.44
C -0.8966 0.2111 1.8884 -0.20
C -0.8692 -0.9286 1.0202 -0.09
C -1.1795 -2.3138 1.3450 -0.42
O -1.1894 -3.2134 0.5184 0.09
O -1.4579 -2.5301 2.6320 -0.03
C -1.7645 -3.8727 2.9804 -0.04
C -1.2505 0.2430 3.3392 -0.11
C -0.7550 1.5482 3.9634 -0.19
N -1.1805 2.6811 3.1602 -0.22
C -1.0355 3.9408 3.8545 -0.10
C -0.4819 2.7020 1.8884 -0.21
C 0.1560 -2.3837 -3.4636 -0.57
F 1.1157 -2.5671 -4.3704 0.18
F -0.2633 -3.5773 -3.0648 0.18
F -0.8705 -1.8069 -4.1071 0.15
C 1.9258 -2.0674 -1.6868 -0.56
F 2.9781 -2.0230 -2.4934 0.18
F 2.2345 -1.5112 -0.5211 0.18
F 1.7068 -3.3674 -1.4231 0.16
H 1.7338 2.6024 -5.6013 0.07
H 2.8166 1.2654 -5.2092 0.08
H 1.0854 0.9772 -5.3767 0.07
H 0.6658 2.3958 -3.3391 0.11
H 2.4064 2.7146 -3.2183 0.12
H 0.0245 0.1740 -3.4048 0.15
H -0.7151 -2.4068 -0.9806 0.12
H -2.6308 -4.2228 2.4155 0.10
H -0.9173 -4.5256 2.7612 0.10
H -1.9784 -3.8656 4.0459 0.10
H -0.8104 -0.6089 3.8564 0.11
H -2.3362 0.1751 3.4409 0.13
H -1.1811 1.6567 4.9626 0.12
H 0.3448 1.5149 4.0607 0.13
H -1.6301 3.9158 4.7660 0.08
H -1.4103 4.7411 3.2179 0.08
H 0.0098 4.1651 4.1201 0.09
H -0.9532 3.4518 1.2447 0.12
H 0.5833 2.9895 2.0086 0.13
```

Output
energy relative to the best compared isomer or geometry (same formula, charge and spin): 0.0 kJ/mol
SMILES: CCC(=O)NC(Nc1sc2c(c1C(=O)OC)CCN(C)C2)(C(F)(F)F)C(F)(F)F
lowest unoccupied orbital energy: 0.448 eV

=====

5.
This record from OMol25 describes a cluster of 7 separate species, C58H46Cl5N2O10 in total in a non-equilibrium geometry. The level of theory is the ωB97M-V functional and the def2-TZVPD basis.

The geometry in XYZ format:
```
121
Properties=species:S:1:pos:R:3:lowdin_charge:R:1
C 0.3400 -5.0796 4.3450 0.06
N 1.2366 -4.8231 3.1606 -0.06
C 2.0575 -3.7945 3.2164 0.00
C 2.7316 -3.3770 2.0667 0.07
C 2.4463 -4.0142 0.8610 -0.14
C 1.6157 -5.1187 0.8745 0.05
C 1.0161 -5.5465 2.0424 0.03
C 2.9451 -3.4349 -0.3871 -0.12
C 2.8506 -2.0786 -0.5865 0.06
C 3.1446 -1.4606 -1.7996 0.03
N 3.7910 -2.1928 -2.7172 -0.07
C 4.0956 -3.4952 -2.5059 0.02
C 3.6258 -4.1561 -1.3979 0.06
C 4.0805 -1.5330 -4.0230 0.06
H -0.4915 -4.4029 4.1441 0.10
H 0.8504 -4.7544 5.2472 0.08
H 0.1010 -6.1352 4.3797 0.10
H 2.2024 -3.2415 4.1338 0.08
H 3.3287 -2.4804 1.9889 0.12
H 1.3966 -5.6719 -0.0302 0.14
H 0.2697 -6.3204 2.1137 0.15
H 2.3721 -1.4408 0.1531 0.13
H 2.9285 -0.4375 -2.0810 0.13
H 4.5528 -3.9722 -3.3597 0.15
H 3.7141 -5.2280 -1.2864 0.14
H 3.0862 -1.4553 -4.4674 0.09
H 4.7341 -2.1221 -4.6527 0.11
H 4.3930 -0.5272 -3.7618 0.11
Cl -0.8381 -1.1412 1.7251 0.60
O -1.9982 -0.3630 1.9085 -0.31
O 0.4151 -0.4050 1.9129 -0.40
O -0.8746 -2.2246 2.6801 -0.39
O -0.7554 -1.6743 0.4093 -0.36
Cl 0.9904 -2.1130 6.8970 0.54
C 1.0833 -0.8153 5.6346 -0.63
C 2.4285 -0.1643 5.6121 -0.60
Cl 3.6804 -1.1921 4.8425 0.57
H 0.3637 -0.0923 6.0143 0.02
H 0.6845 -1.2448 4.7180 0.04
H 2.7454 -0.1374 6.6529 0.06
H 2.5124 0.7756 5.0777 0.07
Cl -2.3327 0.0972 6.1658 0.57
C -3.2952 -1.1293 5.2523 -0.63
C -4.6326 -1.4614 5.8569 -0.69
Cl -5.4411 -2.7043 4.9283 0.59
H -2.6675 -2.0113 5.1643 0.06
H -3.3718 -0.6504 4.2795 0.05
H -5.2698 -0.5912 6.0065 0.08
H -4.5207 -1.8813 6.8579 0.07
C 4.1768 8.1622 6.4621 -0.04
C 5.0728 7.5801 5.5440 -0.06
C 4.7057 6.5618 4.7015 0.00
C 3.3871 6.0750 4.7443 -0.09
C 2.5179 6.5321 5.7200 -0.08
C 2.9426 7.5638 6.5831 0.00
C 1.1857 5.9543 5.9386 -0.29
O 0.4815 6.3157 6.8576 0.11
C 0.7708 4.8862 4.9791 -0.07
C -0.5222 4.3723 5.0999 0.00
C -0.9429 3.3292 4.2981 -0.06
C -0.1172 2.8883 3.2769 -0.05
C 1.1461 3.4513 3.0946 -0.01
C 1.6055 4.4508 3.9390 -0.08
C 3.0083 4.9716 3.8406 -0.28
O 3.8066 4.3563 3.1655 0.10
H 4.4614 9.1054 6.9037 0.11
H 6.0945 7.9392 5.6038 0.11
H 5.3998 6.1352 3.9918 0.12
H 2.2086 7.9665 7.2681 0.12
H -1.2217 4.7625 5.8275 0.12
H -1.9475 2.9538 4.4434 0.10
H -0.3806 1.9726 2.7572 0.08
H 1.6498 3.1250 2.1942 0.12
C -0.0046 -2.5280 -4.4817 -0.06
C -0.2439 -1.9663 -3.2297 -0.06
C -1.5107 -1.5722 -2.8689 -0.01
C -2.5524 -1.6469 -3.7739 -0.07
C -2.3214 -2.1409 -5.0780 -0.06
C -1.0342 -2.5747 -5.4231 -0.01
C -3.4351 -2.2115 -6.0994 -0.28
O -3.2654 -2.6456 -7.2105 0.11
C -4.7951 -1.7495 -5.6575 -0.09
C -5.8222 -1.7600 -6.5836 0.01
C -7.0800 -1.2740 -6.2208 -0.05
C -7.2528 -0.6568 -4.9848 -0.05
C -6.1988 -0.6038 -4.0771 0.01
C -4.9677 -1.1573 -4.4223 -0.10
C -3.9089 -1.1477 -3.3934 -0.28
O -4.1184 -0.6987 -2.2861 0.12
H 0.9827 -2.7577 -4.8664 0.09
H 0.4874 -1.7539 -2.4540 0.09
H -1.7055 -1.1123 -1.9070 0.11
H -0.8730 -2.8523 -6.4566 0.12
H -5.7315 -2.2362 -7.5495 0.12
H -8.0079 -1.5169 -6.7241 0.11
H -8.2189 -0.2517 -4.7157 0.11
H -6.3904 -0.2124 -3.0894 0.12
C -0.4483 -0.0094 -8.0051 -0.05
C 0.9073 -0.0473 -7.7126 -0.06
C 1.4146 0.4761 -6.5144 0.00
C 0.4822 0.9526 -5.6005 -0.10
C -0.8873 0.9775 -5.8446 -0.08
C -1.3520 0.5364 -7.0915 0.01
C -1.8301 1.6262 -4.8792 -0.28
O -2.9923 1.7788 -5.1728 0.12
C -1.3056 1.8429 -3.4932 -0.08
C -2.2182 2.0054 -2.4617 0.01
C -1.7256 1.9410 -1.1625 -0.04
C -0.4105 1.7063 -0.8555 -0.03
C 0.5099 1.5206 -1.9203 0.00
C 0.0730 1.6500 -3.2246 -0.09
C 1.0769 1.4004 -4.2994 -0.27
O 2.2559 1.2316 -4.0614 0.06
H -0.7876 -0.4713 -8.9217 0.11
H 1.5153 -0.4713 -8.5032 0.11
H 2.4576 0.3078 -6.3069 0.11
H -2.3973 0.6807 -7.3288 0.13
H -3.2158 2.3219 -2.7280 0.13
H -2.4471 2.1758 -0.3866 0.12
H -0.0429 1.6018 0.1554 0.09
H 1.5259 1.3002 -1.6289 0.10
```

Output
lowest unoccupied orbital energy: -4.819 eV
total charge: +1

=====

6.
This record from OMol25 describes a structure of composition C13H21F3IN5O4P2S in a non-equilibrium geometry. The level of theory is the ωB97M-V functional and the def2-TZVPD basis.

The geometry in XYZ format:
```
50
Properties=species:S:1:pos:R:3:lowdin_charge:R:1
O 0.8871 -5.7751 0.8240 -0.26
P 0.6431 -5.6479 -0.6150 0.42
O 1.7257 -4.7528 -1.3412 -0.11
O 0.6339 -7.0745 -1.3202 -0.09
C -0.9936 -4.9205 -0.8435 -0.16
C -2.1204 -5.6812 -0.7886 0.01
C -3.4312 -5.1469 -0.9258 -0.14
C -4.5912 -6.1251 -0.8457 -0.62
F -5.2398 -6.0682 0.3168 0.16
F -5.4542 -5.9521 -1.8576 0.09
F -4.1285 -7.3877 -0.9933 0.12
C -3.6264 -3.8105 -1.1430 -0.57
I -5.4727 -2.8778 -1.3334 1.03
C -2.4581 -3.0046 -1.2337 -0.42
N -2.5003 -1.6741 -1.4639 -0.23
S -0.9735 -1.2335 -1.4826 1.06
N -0.1926 -2.5888 -1.1986 -0.22
C -1.1508 -3.5315 -1.0772 -0.33
H 1.7959 -3.8926 -0.9036 0.07
H 0.0324 -7.0596 -2.0779 0.09
H -1.9863 -6.7423 -0.6349 0.13
O -0.7687 3.2559 0.3218 -0.28
P 0.6559 3.6955 0.4796 0.71
N 1.5349 2.2963 -0.0147 -0.33
C 1.4218 1.0466 0.7177 -0.13
C 1.3551 2.0509 -1.4379 -0.14
N 0.6851 3.9912 2.1877 -0.32
C 1.1961 3.0402 3.1527 -0.15
C -0.5304 4.6224 2.6869 -0.15
N 2.0008 4.8003 0.2094 -0.31
C 1.7495 5.8456 -0.7912 -0.14
C 3.3708 4.3368 0.1446 -0.13
H 2.0259 0.2767 0.2323 0.08
H 0.3874 0.6820 0.7792 0.07
H 1.8257 1.1272 1.7226 0.05
H 1.6737 2.9205 -2.0233 0.07
H 0.3054 1.8436 -1.6834 0.06
H 1.9640 1.2086 -1.7684 0.08
H 0.5959 2.1199 3.2043 0.08
H 1.1967 3.4932 4.1460 0.08
H 2.2352 2.7774 2.9450 0.07
H -1.3445 3.9037 2.8453 0.08
H -0.8909 5.3785 1.9890 0.07
H -0.3180 5.1284 3.6307 0.08
H 1.7755 5.4613 -1.8198 0.07
H 2.4874 6.6443 -0.7045 0.08
H 0.7662 6.2940 -0.6266 0.08
H 3.6280 3.8652 -0.8120 0.08
H 3.5966 3.6363 0.9436 0.07
H 4.0204 5.2052 0.2826 0.09
```

Output
lowest unoccupied orbital energy: -1.504 eV